7 unconnected molecules or ions with the total composition C29H41N7O3, computed with the ωB97M-V functional and the def2-TZVPD basis.

Structure (XYZ):
```
80
Properties=species:S:1:pos:R:3:mulliken_charge:R:1
C 0.8048 1.8187 1.3127 -0.91
C 1.2767 0.3822 1.0612 0.65
O 2.5062 0.1252 1.0895 -0.70
N 0.3079 -0.5709 0.9052 1.33
C 0.5635 -2.0105 0.9695 -0.80
H 1.5981 2.4252 1.7498 0.36
H -0.1135 1.8366 1.8997 0.34
H 0.5252 2.3799 0.4211 -0.03
H -0.6939 -0.4478 0.8704 -0.72
H 1.4592 -2.2842 0.4120 0.05
H -0.2709 -2.4705 0.4400 0.14
H 0.6582 -2.4094 1.9795 0.31
C -2.1525 -4.9558 2.9563 -0.93
C -1.1777 -4.1042 3.7220 0.87
O -0.2158 -4.7027 4.2530 -0.73
N -1.3498 -2.7647 3.8526 0.01
C -0.4953 -1.8323 4.5101 -0.81
H -3.1191 -4.4624 2.8545 0.36
H -2.1795 -5.9962 3.2802 0.35
H -1.8425 -5.0116 1.9128 0.05
H -2.1460 -2.3524 3.3878 0.05
H -0.9718 -1.0195 5.0582 0.38
H -0.0302 -1.1743 3.7761 0.08
H 0.2682 -2.2909 5.1384 0.34
C -2.2930 -5.0694 -2.1278 -1.22
C -1.4009 -3.9503 -2.3679 0.75
O -1.8494 -2.8481 -2.7093 -0.63
N -0.1112 -4.1947 -2.0818 -0.11
C 0.9401 -3.2575 -2.2440 -0.70
H -1.8686 -5.8163 -1.4569 0.35
H -2.5443 -5.4372 -3.1226 0.32
H -3.2453 -4.6636 -1.7864 0.33
H 0.0759 -5.1771 -1.9407 0.22
H 1.5064 -3.2465 -3.1752 0.48
H 1.7377 -3.5301 -1.5529 0.33
H 0.4916 -2.2992 -1.9818 -0.07
N 0.6286 7.1797 0.1387 -0.48
C -0.1177 6.0807 0.6016 -0.26
C -1.1721 6.2243 1.5547 -0.49
C -1.2636 7.5095 2.1194 -0.22
C -0.4142 8.5774 1.8009 -0.35
C 0.5621 8.3917 0.8224 -0.27
H 0.1672 5.1511 0.1313 0.55
H -1.7932 5.3615 1.7453 0.46
H -1.9705 7.6774 2.9184 0.34
H -0.4169 9.5175 2.3326 0.34
H 1.2071 9.1785 0.4602 0.37
N 4.6203 1.0475 -2.7232 -0.57
C 4.3235 0.3364 -3.9135 -0.43
C 4.0103 -1.0011 -3.8170 -0.28
C 3.9961 -1.6347 -2.5915 -0.26
C 4.3393 -0.9295 -1.3964 -0.40
C 4.5170 0.4373 -1.5035 -0.16
H 4.3882 0.8895 -4.8389 0.37
H 3.7991 -1.4501 -4.7764 0.38
H 3.9040 -2.7056 -2.6964 0.61
H 4.4526 -1.3359 -0.4022 0.34
H 4.8404 0.9815 -0.6285 0.38
N -3.7861 -1.5357 2.5973 -0.85
C -3.6889 -0.3321 3.1880 -0.38
C -3.1316 0.7631 2.5454 -0.78
C -2.6210 0.5266 1.2517 -0.17
C -2.6694 -0.6581 0.6097 -0.89
C -3.2773 -1.7200 1.3298 -0.57
H -4.0129 -0.2407 4.2142 0.40
H -3.0656 1.7350 3.0117 0.39
H -2.2552 1.3964 0.7264 0.54
H -2.0960 -0.8154 -0.2919 0.84
H -3.1817 -2.7224 0.9393 0.51
N -0.3644 1.5161 -4.6337 -0.60
C 0.5559 2.5662 -4.6177 -0.39
C 1.3382 2.8279 -3.4852 -0.73
C 1.1805 1.9802 -2.3884 -0.36
C 0.3806 0.8862 -2.4622 0.51
C -0.3724 0.7240 -3.5838 -0.43
H 0.6475 3.2564 -5.4433 0.36
H 2.0461 3.6349 -3.3664 0.42
H 1.7600 2.0446 -1.4794 0.50
H 0.3604 0.2157 -1.6158 0.04
H -1.0028 -0.1505 -3.6488 0.56
```

As for the spin multiplicity: 2. As for the charge: -1. The total energy comes out at -47309.688 eV. The value obtained for the orbital gap (alpha / beta) is 3.23 / 7.60 eV. The molar mass comes out at 535.7 g/mol. The max |F| is 0.091 hartree/bohr. As for the HOMO energy (alpha / beta): -0.86 / -5.23 eV.

=====

A molecular structure, C29H42As3N3Ti, computed with the ωB97M-V functional and the def2-TZVPD basis.

Structure (XYZ):
```
78
Properties=species:S:1:pos:R:3:mulliken_charge:R:1
Ti -0.7238 1.3793 0.4553 0.03
C 3.1125 3.1370 -0.2142 -1.31
As 2.1282 1.4984 0.1950 0.69
C 3.6012 0.2188 0.2687 -1.25
C 1.3562 1.0888 -1.5531 -0.20
C 2.1453 1.0153 -2.7076 -0.33
C 1.5628 0.6108 -3.8925 -0.83
C 0.2015 0.2941 -3.9171 -0.66
C -0.5615 0.3923 -2.7691 -0.18
C -0.0106 0.7885 -1.5370 0.96
As -3.0894 1.9986 -0.4876 0.16
C -3.9295 2.8669 1.0846 -0.95
C -3.9661 0.2351 -0.3085 -0.58
H 3.6303 3.5019 0.6720 0.43
H 2.4118 3.8975 -0.5573 0.30
H 3.8419 2.9472 -1.0015 0.39
H 4.4459 0.6727 0.7859 0.49
H 3.8915 -0.0477 -0.7457 0.39
H 3.2971 -0.6757 0.8065 0.25
H 3.2036 1.2552 -2.6850 0.30
H 2.1543 0.5367 -4.7968 0.39
H -0.2544 -0.0210 -4.8486 0.42
H -1.6221 0.1622 -2.8275 0.36
H -5.0096 2.9001 0.9385 0.42
H -3.5746 3.8962 1.1681 0.25
H -3.7106 2.3355 2.0122 0.16
H -4.9092 0.2342 -0.8548 0.43
H -4.1486 0.0115 0.7414 0.17
H -3.3211 -0.5476 -0.7114 -0.09
C -1.3084 0.8527 4.2837 -1.73
C -1.2297 -0.1527 3.1339 1.50
C -0.0294 -1.0837 3.3382 -1.33
C -2.5146 -0.9786 3.0646 -1.41
N -1.0509 0.5623 1.8955 -0.46
H -1.5472 0.3614 5.2300 0.46
H -2.0819 1.5970 4.0831 0.29
H -0.3504 1.3646 4.4077 0.30
H -0.1012 -1.6218 4.2869 0.46
H 0.8980 -0.5069 3.3337 0.28
H 0.0173 -1.8143 2.5280 0.06
H -2.6139 -1.6239 3.9409 0.45
H -2.5069 -1.6000 2.1677 0.14
H -3.3907 -0.3292 3.0185 0.32
N -0.0718 6.2987 4.6997 -0.47
C -0.1798 5.8870 3.6333 -0.23
C -0.3037 5.3749 2.2973 0.36
C -0.3142 6.2351 1.2019 -0.16
C -0.4417 5.7077 -0.0705 -1.10
C -0.5690 4.3355 -0.1996 -0.48
N -0.5309 3.5169 0.8577 0.81
C -0.4030 4.0045 2.0898 -0.41
H -0.2288 7.3023 1.3553 0.52
H -0.4614 6.3401 -0.9454 0.49
H -0.7106 3.8596 -1.1641 0.49
H -0.3903 3.2897 2.9014 0.39
C -0.7355 -4.3074 0.4833 -1.38
As -0.7182 -2.5755 -0.4405 0.37
C -1.4097 -3.2289 -2.1528 -1.34
C 1.2288 -2.5051 -0.8412 0.41
C 1.7731 -3.6176 -1.6718 -0.10
C 2.2696 -4.7833 -1.0919 -0.28
C 2.7469 -5.8234 -1.8769 -0.74
C 2.7372 -5.7153 -3.2594 -0.47
C 2.2513 -4.5565 -3.8500 -0.69
C 1.7752 -3.5194 -3.0637 0.06
H -0.2919 -5.0956 -0.1257 0.43
H -1.7706 -4.5659 0.7069 0.46
H -0.1916 -4.2262 1.4250 0.33
H -0.8530 -4.0926 -2.5152 0.46
H -1.3739 -2.4332 -2.8956 0.22
H -2.4513 -3.5088 -1.9908 0.48
H 1.7039 -2.4774 0.1430 0.49
H 1.3996 -1.5411 -1.3211 -0.78
H 2.2864 -4.8726 -0.0115 0.43
H 3.1309 -6.7194 -1.4056 0.38
H 3.1104 -6.5255 -3.8721 0.38
H 2.2450 -4.4588 -4.9283 0.42
H 1.3998 -2.6125 -3.5261 0.32
```

As for the energy above the lowest of the compared OMol25 structures with the same formula, charge and spin: 0.0 kJ/mol. The total energy comes out at -240854.284 eV. The value obtained for the orbital gap is 5.90 eV. The molar mass comes out at 705.3 g/mol. The max |F| is 0.011 hartree/bohr. As for the HOMO energy: -6.77 eV.

=====

A molecular structure, C29H43N4O5PSTi, computed with the ωB97M-V functional and the def2-TZVPD basis.

Structure (XYZ):
```
84
Properties=species:S:1:pos:R:3:mulliken_charge:R:1
Ti -0.2444 0.0135 0.1923 0.13
O -1.4831 3.3365 1.9042 -0.71
C -0.8224 2.3566 1.6263 0.66
O -0.5621 1.9479 0.3873 -0.62
C -0.1755 1.4566 2.6323 0.36
C 0.3341 1.8445 3.8538 -0.77
C 1.3510 1.0857 4.4396 -0.56
C 1.9859 0.0950 3.6567 -0.74
C 1.4314 -0.2602 2.4601 -0.22
N 0.2000 0.2423 2.0897 0.47
C 2.1597 -0.8786 1.2951 0.71
O 3.0403 -1.7108 1.4019 -0.72
O 1.7359 -0.3682 0.1576 -0.61
H 0.0119 2.7853 4.2815 0.51
H 1.7673 1.3753 5.3943 0.37
H 2.9486 -0.3086 3.9402 0.49
C -6.3213 2.2163 -1.1060 -1.45
C -5.2020 1.3379 -1.6481 0.04
C -4.3038 0.7826 -0.5848 0.12
N -3.0902 0.4179 -0.8022 -0.66
N -2.4757 -0.0739 0.3214 1.00
C -3.2286 -0.0591 1.3845 0.17
N -2.8129 -0.5209 2.5924 -0.42
S -4.8115 0.5564 1.0690 -0.32
H -6.9391 2.5882 -1.9224 0.41
H -5.9218 3.0760 -0.5674 0.36
H -6.9778 1.6646 -0.4298 0.40
H -4.5601 1.9036 -2.3242 0.31
H -5.6121 0.5034 -2.2230 0.14
H -1.8005 -0.5500 2.6934 0.13
H -3.2923 -0.1657 3.4036 0.32
O -0.4433 -2.0592 -0.2462 0.31
P -0.3283 -2.9427 -1.4796 -1.27
C 0.0117 -4.6277 -0.8739 0.33
C -0.8029 -4.9424 0.4149 -0.61
C -1.7397 -6.1300 0.2279 -0.56
C -0.9741 -7.4000 -0.1566 -0.85
C 0.1759 -7.0935 -1.1327 -1.08
C -0.0745 -5.7851 -1.8782 0.04
C -1.8890 -2.7975 -2.4023 0.58
C -3.0919 -3.0416 -1.4768 -0.28
C -4.3699 -2.8227 -2.2788 -0.75
C -4.5168 -3.8743 -3.3967 -1.00
C -3.1881 -4.5708 -3.7023 -0.81
C -2.0190 -3.5899 -3.7309 -0.92
C 1.0356 -2.2485 -2.4864 1.16
C 2.4338 -2.5732 -1.9263 -1.23
C 3.0576 -3.8291 -2.5256 -0.22
C 3.0534 -3.7916 -4.0507 -1.11
C 1.6414 -3.5927 -4.5937 -0.42
C 1.0100 -2.3300 -4.0194 -1.22
H 1.0630 -4.5389 -0.5775 0.88
H -1.3505 -4.0610 0.7492 0.13
H -0.0978 -5.1692 1.2176 0.57
H -2.4805 -5.9015 -0.5451 0.01
H -2.3090 -6.2935 1.1446 0.60
H -1.6662 -8.1146 -0.6078 0.36
H -0.5786 -7.8814 0.7401 0.36
H 0.3084 -7.9147 -1.8386 0.44
H 1.1215 -7.0000 -0.5901 0.38
H -1.0549 -5.8211 -2.3558 -0.14
H 0.6583 -5.6585 -2.6736 -0.03
H -1.9106 -1.7228 -2.6367 0.79
H -3.0364 -2.3686 -0.6255 0.03
H -3.0718 -4.0585 -1.0739 -0.18
H -4.3255 -1.8158 -2.7058 0.19
H -5.2408 -2.8376 -1.6202 0.50
H -4.9033 -3.4031 -4.3031 0.38
H -5.2512 -4.6288 -3.1076 0.36
H -3.2463 -5.0957 -4.6578 0.63
H -3.0012 -5.3415 -2.9490 0.06
H -2.1716 -2.8840 -4.5510 0.44
H -1.0991 -4.1224 -3.9725 0.10
H 0.8697 -1.1916 -2.2365 0.21
H 2.4265 -2.5975 -0.8351 0.01
H 3.0687 -1.7157 -2.1686 0.87
H 2.5320 -4.7271 -2.1865 -0.08
H 4.0791 -3.9241 -2.1522 0.49
H 3.4912 -4.7061 -4.4571 0.49
H 3.6849 -2.9636 -4.3906 0.38
H 1.0325 -4.4698 -4.3565 0.09
H 1.6560 -3.5246 -5.6840 0.39
H 0.0040 -2.1757 -4.4109 0.38
H 1.5990 -1.4764 -4.3723 0.54
```

As for the spin multiplicity: 3. As for the energy above the lowest of the compared OMol25 structures with the same formula, charge and spin: 99.6 kJ/mol. The total energy comes out at -90213.061 eV. The value obtained for the orbital gap (alpha / beta) is 5.72 / 8.63 eV. The molar mass comes out at 638.6 g/mol. The max |F| is 0.010 hartree/bohr. As for the HOMO energy (alpha / beta): -5.51 / -8.42 eV.